[1]
The following is a DFT calculation (the ωB97M-V functional and the def2-TZVPD basis) of a structure of composition C31H43Cl2MnN2P in a non-equilibrium geometry.

Geometry as XYZ:
```
80
Properties=species:S:1:pos:R:3:forces:R:3
P -0.170 1.096 -1.551 0.353 -1.486 4.512
C -1.807 0.378 -1.868 -0.031 1.027 -0.224
C -2.435 1.127 -3.054 -0.839 -0.727 -0.115
C -3.873 0.623 -3.260 0.166 0.244 -0.131
C -3.964 -0.906 -3.339 0.005 0.103 -0.020
C -3.288 -1.641 -2.179 0.180 0.178 0.074
C -1.853 -1.163 -1.938 0.009 0.419 -0.195
C 1.272 0.286 -2.234 -0.504 0.620 -0.629
C 1.214 0.524 -3.739 1.425 -0.658 -0.418
C 2.577 0.080 -4.291 -0.214 0.133 -0.266
C 2.904 -1.370 -3.919 -0.141 -0.079 0.008
C 2.775 -1.693 -2.423 -0.001 0.131 0.236
C 1.466 -1.188 -1.816 -0.034 0.390 -0.179
C -0.059 2.908 -1.371 -0.109 -0.058 -0.987
C -1.202 3.420 -0.474 0.133 -0.210 0.119
C -1.131 4.940 -0.293 -0.059 -0.032 -0.347
C 0.222 5.463 0.197 0.107 -0.363 0.061
C 1.398 4.845 -0.564 -0.045 -0.188 -0.384
C 1.278 3.320 -0.712 -0.160 -0.157 0.151
H -2.337 0.659 -0.930 -0.005 -0.146 -0.502
H -1.836 0.992 -3.972 -0.130 -0.141 0.277
H -2.447 2.212 -2.856 0.028 -0.361 -0.025
H -4.284 1.075 -4.172 -0.152 -0.112 0.123
H -4.471 0.977 -2.415 -0.090 -0.004 0.006
H -5.017 -1.200 -3.383 0.043 -0.028 -0.112
H -3.497 -1.228 -4.273 0.022 -0.063 -0.119
H -3.856 -1.499 -1.256 -0.079 0.033 -0.014
H -3.267 -2.715 -2.390 -0.115 0.053 0.072
H -1.469 -1.579 -0.995 0.007 0.164 -0.244
H -1.213 -1.535 -2.749 -0.136 0.127 0.029
H 2.124 0.858 -1.813 -0.325 -0.224 -0.190
H 3.334 0.739 -3.847 0.023 0.021 -0.099
H 1.025 1.588 -3.962 0.141 -0.324 0.101
H 0.394 -0.046 -4.204 0.166 0.015 0.191
H 2.603 0.226 -5.375 0.236 -0.131 -0.047
H 3.919 -1.608 -4.244 0.007 -0.067 -0.100
H 2.225 -2.027 -4.472 -0.028 -0.063 -0.072
H 2.851 -2.774 -2.257 0.126 0.126 -0.083
H 3.599 -1.224 -1.869 0.016 -0.049 -0.111
H 1.466 -1.270 -0.716 0.008 0.111 -0.376
H 0.635 -1.801 -2.179 0.144 0.093 0.014
H -0.151 3.244 -2.427 0.126 1.012 0.613
H -2.182 3.134 -0.882 0.156 0.153 0.064
H -1.128 2.909 0.503 0.070 0.085 -0.331
H -1.343 5.404 -1.262 -0.052 0.073 -0.066
H -1.926 5.253 0.386 -0.019 0.077 0.049
H 0.337 5.240 1.261 -0.031 -0.057 0.051
H 0.254 6.551 0.091 -0.023 0.025 0.086
H 2.346 5.080 -0.070 -0.105 0.032 0.006
H 1.451 5.289 -1.566 -0.012 0.023 0.006
H 2.144 2.921 -1.260 -0.195 0.175 0.042
H 1.308 2.856 0.291 -0.047 0.000 -0.356
Mn -0.148 -0.548 2.997 -0.089 1.225 -1.070
Cl 1.663 0.555 2.108 0.696 0.088 0.294
Cl -1.947 0.562 2.140 -0.729 0.410 0.331
C -0.613 -2.014 1.815 -0.623 -1.483 -0.871
H -1.612 -2.088 1.341 0.247 0.007 0.428
C 0.169 -3.174 1.638 0.382 -0.079 -0.222
C 1.603 -3.070 1.725 -0.402 -0.784 0.114
C 2.384 -4.216 1.661 -0.055 0.282 0.012
C 1.802 -5.481 1.532 -0.103 -0.339 -0.086
C 0.410 -5.601 1.374 0.066 0.443 0.000
C -0.400 -4.472 1.387 0.658 0.156 -0.046
H 2.039 -2.077 1.820 -0.043 -0.213 0.004
H 3.469 -4.127 1.702 -0.160 -0.031 0.052
H -0.033 -6.581 1.222 0.041 0.045 0.033
H -1.476 -4.545 1.234 0.194 -0.014 0.091
H 2.431 -6.378 1.533 -0.226 0.330 -0.054
N 3.515 0.422 7.991 -2.643 -0.809 -0.821
C 2.455 0.103 7.602 1.997 0.516 0.633
C 1.169 -0.268 7.025 0.360 0.254 0.468
C -0.008 -0.281 7.784 -0.225 -0.050 0.041
C -1.228 -0.549 7.166 0.141 0.117 -0.190
C -1.245 -0.710 5.784 1.280 0.067 -0.106
N -0.093 -0.710 5.067 -0.028 -0.079 1.106
C 1.104 -0.530 5.664 -1.089 0.078 -0.250
H 0.026 -0.056 8.849 0.065 -0.112 -0.237
H -2.170 -0.590 7.711 0.349 0.111 0.001
H -2.159 -0.805 5.202 0.148 -0.063 0.081
H 1.982 -0.525 5.017 -0.227 0.012 0.113
```
Forces are in eV/Å.

Values from the calculation:
Orbital gap (spin up / spin down) ... 4.4735 / 4.5796 eV
Maximum force ... 4.8 eV Å⁻¹
<S²> ... 6.181
LUMO energy (spin up / spin down) ... 1.5 / 1.5 eV
Total charge ... -1
E ... -3729.2867 Ha
2S+1 ... 5



[2]
The following is a DFT calculation (the ωB97M-V functional and the def2-TZVPD basis) of a structure of composition C31H43Cl3N7O3PS2SiTeTl in a non-equilibrium geometry.

Geometry as XYZ:
```
93
Properties=species:S:1:pos:R:3:forces:R:3
Tl -6.223 19.088 6.455 -0.687 0.089 0.572
C -4.187 20.264 2.246 -0.261 -0.061 0.154
C -4.486 19.845 3.659 -1.134 0.161 -0.628
N -5.705 19.634 4.050 0.651 0.005 0.904
N -6.658 19.798 3.136 -0.154 0.166 -1.345
C -7.924 19.654 3.426 0.014 -0.046 0.516
N -8.779 19.768 2.370 -0.068 -0.007 -0.322
S -8.642 19.353 4.931 0.019 -0.039 0.338
C -3.383 19.716 4.591 0.777 0.000 0.815
C -2.050 19.808 4.166 -0.420 0.057 -0.089
C -1.034 19.738 5.098 -0.010 -0.036 0.282
C -1.360 19.581 6.437 0.054 0.012 -0.352
C -2.700 19.473 6.772 0.250 0.011 0.294
N -3.675 19.539 5.885 -0.187 0.069 -0.492
H -5.135 20.445 1.748 0.166 -0.006 -0.077
H -3.589 21.174 2.236 0.144 -0.008 -0.028
H -3.656 19.467 1.726 0.119 -0.007 -0.095
H -8.431 20.179 1.520 0.036 -0.032 0.011
H -9.755 19.848 2.595 0.081 0.069 -0.057
H -1.815 19.926 3.120 -0.042 0.010 -0.053
H 0.000 19.810 4.784 0.020 -0.010 -0.020
H -0.600 19.538 7.202 0.026 -0.030 0.094
H -2.996 19.347 7.804 -0.048 0.004 0.097
C -1.634 13.290 6.164 0.109 0.655 -0.078
Si -1.403 15.186 6.035 0.274 -0.261 -0.116
C 0.280 15.644 6.834 -0.577 -0.223 -0.197
C -1.279 15.682 4.208 -0.075 -0.210 0.497
C -2.738 15.992 7.106 0.245 -0.084 -0.104
C -2.640 15.916 8.481 0.055 -0.075 -0.147
C -3.583 16.521 9.305 -0.065 0.021 0.155
C -4.574 17.261 8.700 0.085 -0.131 0.461
N -4.706 17.347 7.385 -0.119 0.253 0.167
C -3.862 16.675 6.581 -0.091 -0.288 -0.492
S -4.243 16.644 4.927 1.103 -0.368 -0.850
H -0.841 12.745 5.661 0.203 -0.057 -0.138
H -2.577 12.996 5.714 -0.219 0.004 -0.106
H -1.651 12.967 7.200 -0.003 -0.004 0.246
H 1.110 15.200 6.292 0.120 -0.129 -0.171
H 0.346 15.303 7.862 -0.009 -0.074 0.252
H 0.425 16.720 6.837 -0.044 0.241 -0.032
H -0.387 15.272 3.743 0.368 -0.162 0.049
H -1.255 16.761 4.104 -0.023 0.272 0.018
H -2.144 15.332 3.661 -0.145 -0.062 -0.058
H -1.824 15.357 8.920 0.142 -0.013 0.151
H -3.527 16.443 10.379 -0.006 0.072 0.090
H -5.302 17.807 9.281 -0.017 0.043 0.095
C -7.281 18.975 11.535 0.136 0.366 -0.125
C -6.313 20.145 11.425 0.183 -0.433 0.784
O -6.425 20.784 10.166 0.510 0.353 -1.079
P -5.015 21.096 9.375 -0.592 0.915 1.001
O -4.042 20.006 9.515 0.180 -0.579 -0.216
Te -5.649 21.958 7.228 -0.058 -0.186 0.114
O -4.392 22.316 10.263 0.079 -0.518 -0.346
C -5.094 23.523 10.438 -0.311 0.508 0.097
C -4.146 24.565 11.011 -0.155 -0.336 -0.189
H -7.087 18.427 12.457 0.002 -0.033 0.073
H -7.154 18.306 10.687 -0.029 -0.110 -0.041
H -8.313 19.322 11.542 -0.070 -0.021 -0.041
H -5.284 19.786 11.550 -0.153 0.050 0.099
H -6.522 20.888 12.208 0.083 -0.089 -0.113
H -5.938 23.361 11.121 0.004 -0.008 -0.096
H -5.493 23.847 9.468 -0.061 0.103 0.173
H -3.618 24.148 11.866 0.016 0.015 0.102
H -4.702 25.445 11.328 -0.007 0.097 -0.005
H -3.415 24.848 10.259 0.121 0.090 -0.032
Cl -9.340 15.575 3.148 0.056 0.055 0.046
C -7.860 15.040 3.978 -0.186 -0.839 -0.997
Cl -6.693 14.458 2.691 -0.246 0.334 0.517
Cl -8.230 13.674 5.039 0.004 -0.026 0.124
C -7.319 16.103 4.751 0.774 0.878 0.579
N -6.655 16.881 5.297 -1.679 -0.746 -0.314
C -10.231 21.471 9.996 -0.101 0.111 0.015
N -10.214 21.188 8.588 -0.101 -0.175 0.205
C -11.507 20.925 8.014 0.028 0.140 0.058
C -9.089 20.429 8.098 0.232 0.197 -0.138
C -8.947 18.957 8.422 0.041 0.055 -0.038
C -9.903 18.274 9.168 -0.102 0.065 -0.003
C -9.774 16.926 9.455 -0.142 -0.110 0.067
C -8.683 16.227 8.982 0.036 -0.141 -0.014
C -7.727 16.889 8.225 0.014 0.025 -0.068
C -7.840 18.242 7.955 0.763 0.296 -0.486
H -10.808 22.387 10.168 0.006 -0.020 0.113
H -9.208 21.634 10.332 0.049 0.048 0.089
H -10.676 20.676 10.619 0.017 0.023 -0.003
H -12.103 21.844 8.042 -0.088 -0.045 -0.025
H -12.083 20.141 8.529 -0.015 -0.030 -0.026
H -11.376 20.629 6.976 -0.066 -0.036 -0.135
H -8.193 20.942 8.466 -0.076 -0.145 -0.195
H -9.099 20.532 7.008 0.182 0.052 0.186
H -10.778 18.791 9.528 -0.041 0.140 0.021
H -10.546 16.425 10.025 0.013 -0.017 0.049
H -8.574 15.168 9.178 -0.007 -0.062 0.026
H -6.896 16.321 7.830 0.104 -0.002 -0.019
```
Forces are in eV/Å.

Values from the calculation:
Orbital gap ... 6.4649 eV
Maximum force ... 1.9 eV Å⁻¹
LUMO energy ... 2.3 eV
Total charge ... -1
E ... -5064.4920 Ha
Energy relative to the best compared isomer or geometry (same formula, charge and spin) ... 14.3 kcal per mole
2S+1 ... 1